a.
Below is a 2-piece molecular cluster, C5H11N3O overall, with properties calculated with ωB97M-V/def2-TZVPD.

Summary:
- SMILES: C=C(N)OC.CNC#N
- E_LUMO: 0.729 eV

Structure (ORCA input):
```
! wB97M-V def2-TZVPD RIJCOSX def2/J DEFGRID3
* xyz 0 1
O 0.71 -0.73 0.93
N 1.58 -0.05 -1.12
N -3.01 0.95 -0.34
N -0.61 1.50 -0.49
C 0.49 -0.72 -0.57
C 0.08 -1.74 1.67
C -0.01 2.38 0.52
C -1.87 1.10 -0.29
C -0.28 -1.58 -1.24
H 0.62 -1.83 2.61
H -0.98 -1.51 1.82
H 1.78 -0.29 -2.08
H 0.88 2.85 0.12
H 2.38 -0.03 -0.50
H -0.14 1.33 -1.37
H 0.14 -2.72 1.18
H 0.26 1.80 1.40
H -1.13 -2.08 -0.80
H -0.15 -1.75 -2.29
H -0.74 3.12 0.83
*
```

---

b.
Below is C5H11N3O as an isolated structure, with properties calculated with ωB97M-V/def2-TZVPD.

Summary:
- E_LUMO: 0.475 eV

Structure (ORCA input):
```
! wB97M-V def2-TZVPD RIJCOSX def2/J DEFGRID3
* xyz 0 1
O -0.20 -1.44 -2.64
N -0.22 0.46 1.59
N 1.98 0.32 2.28
N -0.61 -2.25 -0.56
C -0.24 1.29 -1.83
C -1.16 0.39 0.37
C -0.41 -1.20 -1.46
C -0.33 0.14 -0.85
C 1.03 0.18 1.36
H -0.41 -3.16 -0.96
H -1.88 -0.40 0.58
H -0.57 0.84 2.46
H 2.92 0.05 2.07
H -1.21 1.55 -2.25
H 1.81 0.66 3.22
H -1.67 1.36 0.33
H 0.87 0.12 -0.08
H 0.17 2.19 -1.35
H 0.41 1.02 -2.67
H -0.26 -2.12 0.38
*
```

---

Short version: a is the least stable of them.